(1)
{"formula": "C7H17NSi", "method": "ωB97M-V/def2-TZVPD", "species": ["C", "C", "C", "C", "C", "C", "C", "N", "Si", "H", "H", "H", "H", "H", "H", "H", "H", "H", "H", "H", "H", "H", "H", "H", "H", "H"], "coordinates": [[0.752, 2.277, 2.954], [0.796, 2.382, 1.656], [0.309, -2.217, -1.027], [-0.672, -0.400, -2.278], [1.761, -0.335, -1.787], [-2.099, -0.005, 2.261], [0.365, -0.736, -1.247], [-1.511, -0.177, 0.944], [0.190, -0.011, 0.515], [1.008, 3.081, 3.668], [0.378, 1.308, 3.380], [1.343, 3.203, 1.073], [0.338, -2.489, -2.149], [1.184, -2.599, -0.630], [-0.581, -2.723, -0.542], [-1.707, -0.858, -1.913], [-0.425, -0.791, -3.254], [-0.894, 0.608, -2.200], [1.848, -0.730, -2.866], [1.757, 0.766, -1.949], [2.714, -0.596, -1.366], [-1.461, 0.541, 2.867], [-3.071, 0.507, 2.321], [-2.284, -1.064, 2.780], [-2.094, 0.141, 0.219], [0.738, -0.690, 1.781]], "homo_lumo_gap_ev": 8.410, "total_energy_ev": -16898.352, "spin_multiplicity": 1}



(2)
{"formula": "C7H17PS", "method": "ωB97M-V/def2-TZVPD", "species": ["C", "C", "P", "C", "S", "C", "C", "C", "C", "H", "H", "H", "H", "H", "H", "H", "H", "H", "H", "H", "H", "H", "H", "H", "H", "H"], "coordinates": [[-1.738, 2.130, -1.688], [-0.797, 0.910, -1.472], [-0.667, 0.525, 0.365], [-2.006, -0.684, 0.624], [-0.836, 2.179, 1.459], [0.960, -0.348, 0.732], [1.383, -1.377, -0.376], [2.045, 0.687, 0.745], [0.822, -1.105, 2.070], [-2.710, 1.688, -1.879], [-1.998, 2.749, -0.867], [-1.348, 2.602, -2.537], [0.200, 1.313, -1.557], [-1.000, 0.075, -2.139], [-2.290, -0.596, 1.752], [-2.862, -0.343, 0.136], [-1.690, -1.658, 0.321], [0.955, -0.960, -1.293], [2.458, -1.523, -0.356], [0.906, -2.359, -0.200], [1.949, 1.470, 1.599], [1.917, 1.370, -0.118], [3.072, 0.235, 0.831], [0.531, -0.392, 2.941], [-0.032, -1.807, 1.986], [1.895, -1.522, 2.308]], "homo_lumo_gap_ev": 8.977, "total_energy_ev": -27658.813, "spin_multiplicity": 1}



Computed ΔE to the lowest compared entry with this formula, charge and spin, in the same sequence as the records: 108.2; 0.0 kcal per mole.